(1)
{
  "formula": "CH6N3",
  "method": "ωB97M-V with the def2-TZVPD basis set",
  "species": ["C", "N", "N", "N", "H", "H", "H", "H", "H", "H"],
  "xyz": [[-0.102, 0.206, 0.007], [0.575, 1.005, 0.687], [-1.283, 0.267, -0.509], [1.141, -1.272, -0.210], [0.192, 1.868, 1.025], [1.431, 0.632, 1.008], [-1.747, 1.098, -0.050], [-1.835, -0.406, -1.002], [1.028, -1.418, -1.180], [0.600, -1.978, 0.224]],
  "relative_energy_kj_mol": 280.67,
  "lumo_ev": -4.3,
  "e_homo_ev": -16.11,
  "total_energy_ev": -5596.0357,
  "homo_lumo_gap_ev": 11.8585,
  "charge": 1
}



(2)
{
  "formula": "CH6N3",
  "method": "ωB97M-V with the def2-TZVPD basis set",
  "species": ["C", "N", "N", "N", "H", "H", "H", "H", "H", "H"],
  "xyz": [[-0.112, 0.679, -0.473], [0.596, 0.141, 0.495], [-0.877, 0.174, -1.368], [0.756, 0.192, 1.735], [0.192, 1.690, -0.349], [-0.296, -1.970, -0.210], [-0.680, -1.389, -0.721], [-1.314, 0.499, -2.151], [0.126, 0.528, 2.398], [1.738, -0.152, 2.178]],
  "relative_energy_kj_mol": 247.44,
  "spin_multiplicity": 3,
  "lumo_ev": [-4.2, -8.4],
  "e_homo_ev": [-13.48, -15.76],
  "total_energy_ev": -5590.3913,
  "s_squared": 2.02,
  "homo_lumo_gap_ev": [9.3125, 7.3372],
  "charge": 1
}



(3)
{
  "formula": "CH6N3O2",
  "method": "ωB97M-V with the def2-TZVPD basis set",
  "species": ["C", "N", "N", "N", "O", "O", "H", "H", "H", "H", "H", "H"],
  "xyz": [[0.437, -0.253, 1.489], [0.106, 1.409, -0.445], [-0.043, -1.111, 0.653], [0.218, 0.642, -1.412], [-1.182, -1.759, 1.009], [0.364, -1.282, -0.510], [-0.059, -0.127, 2.437], [1.380, 0.226, 1.290], [-0.853, 1.674, -0.194], [1.169, 0.444, -1.741], [-0.550, 0.298, -2.011], [-1.331, -2.533, 0.430]],
  "relative_energy_kj_mol": 275.50,
  "lumo_ev": [-5.5, -5.5],
  "e_homo_ev": [-14.71, -14.71],
  "total_energy_ev": -9687.1103,
  "homo_lumo_gap_ev": [9.2092, 9.2078],
  "charge": 1
}



(4)
{
  "formula": "CH6N3S",
  "method": "ωB97M-V with the def2-TZVPD basis set",
  "species": ["C", "N", "N", "N", "S", "H", "H", "H", "H", "H", "H"],
  "xyz": [[1.040, 0.546, -0.173], [0.320, -0.716, 0.367], [0.345, 1.692, -0.096], [-0.895, -0.978, -0.266], [-2.340, 0.247, 0.055], [1.936, 0.720, 0.445], [1.472, 0.539, -1.221], [0.418, -0.997, 1.361], [-0.265, 1.827, 0.726], [-0.852, -1.070, -1.314], [-1.180, -1.810, 0.117]],
  "relative_energy_kj_mol": 639.88,
  "lumo_ev": [-8.2, -8.2],
  "e_homo_ev": [-14.25, -14.25],
  "total_energy_ev": -16426.2904,
  "homo_lumo_gap_ev": [6.0134, 6.0256],
  "charge": 1
}



(5)
{
  "formula": "CH6N3S2",
  "method": "ωB97M-V with the def2-TZVPD basis set",
  "species": ["C", "N", "N", "N", "S", "S", "H", "H", "H", "H", "H", "H"],
  "xyz": [[-0.803, -0.120, -0.061], [-1.879, 0.400, 0.512], [-0.727, -0.298, -1.365], [0.241, -0.503, 0.706], [3.178, 1.020, -0.063], [1.645, -1.197, 0.096], [-2.679, 0.675, -0.040], [-1.936, 0.550, 1.507], [-1.457, -0.025, -2.004], [0.134, -0.674, -1.750], [0.176, -0.364, 1.710], [4.108, 0.536, 0.752]],
  "relative_energy_kj_mol": 11.28,
  "lumo_ev": -5.9,
  "e_homo_ev": -13.38,
  "total_energy_ev": -27267.9409,
  "homo_lumo_gap_ev": 7.4713,
  "charge": 1
}



(6)
{
  "formula": "CH6N4",
  "method": "ωB97M-V with the def2-TZVPD basis set",
  "species": ["C", "H", "H", "H", "H", "H", "H", "N", "N", "N", "N"],
  "xyz": [[-0.536, -0.153, -0.050], [1.653, 0.412, 1.409], [1.900, -1.053, 0.432], [0.769, 1.037, -1.357], [-1.585, 1.361, -1.117], [-2.501, 0.039, -0.563], [0.220, -1.506, 1.084], [1.820, 0.049, 0.372], [0.617, 0.520, -0.331], [-1.658, 0.517, -0.574], [-0.699, -1.222, 0.696]],
  "relative_energy_kj_mol": 101.21,
  "smiles": "[H]/N=C(/N)NN",
  "lumo_ev": 0.9,
  "e_homo_ev": -8.90,
  "total_energy_ev": -7093.0090,
  "homo_lumo_gap_ev": 9.7816,
  "charge": 0
}



(7)
{
  "formula": "CH6N4O",
  "method": "ωB97M-V with the def2-TZVPD basis set",
  "species": ["C", "N", "N", "N", "N", "O", "H", "H", "H", "H", "H", "H"],
  "xyz": [[11.855, 1.727, 3.419], [-17.373, -2.397, -5.034], [13.334, 1.872, 3.427], [-16.996, -1.970, -4.013], [14.360, 1.464, 3.206], [11.952, 0.643, 2.271], [12.007, 2.314, 2.425], [-18.315, -2.788, -5.271], [10.842, 2.676, 3.784], [-17.309, -2.208, -3.016], [-16.263, -1.248, -4.049], [11.906, -0.086, 2.851]],
  "relative_energy_kj_mol": 187.07,
  "lumo_ev": -7.9,
  "e_homo_ev": -18.61,
  "total_energy_ev": -9116.8354,
  "homo_lumo_gap_ev": 10.6621,
  "charge": 2
}



(8)
{
  "formula": "CH6N4OS",
  "method": "ωB97M-V with the def2-TZVPD basis set",
  "species": ["C", "H", "H", "H", "H", "H", "H", "N", "N", "N", "N", "O", "S"],
  "xyz": [[-0.213, 0.288, 0.014], [0.370, -1.090, -2.629], [-0.589, -1.800, -1.404], [-1.167, 2.056, -0.439], [0.691, 2.553, 1.496], [-0.122, -0.476, 1.925], [1.044, -1.799, -0.057], [0.285, -1.284, -1.576], [0.023, 0.064, -1.245], [-0.993, 1.361, 0.356], [-0.007, -0.710, 0.912], [1.240, -1.375, 0.795], [-0.561, 2.212, 1.852]],
  "relative_energy_kj_mol": 121.05,
  "smiles": "N/N=C(\\NO)NS",
  "lumo_ev": 0.6,
  "e_homo_ev": -8.40,
  "total_energy_ev": -19973.9748,
  "homo_lumo_gap_ev": 9.0434,
  "charge": 0
}



(9)
{
  "formula": "CH6N4OS",
  "method": "ωB97M-V with the def2-TZVPD basis set",
  "species": ["C", "H", "H", "H", "H", "H", "H", "N", "N", "N", "N", "O", "S"],
  "xyz": [[-0.181, 0.417, 0.045], [-2.066, -1.260, -0.799], [-3.149, -0.236, -0.151], [0.358, 2.147, -0.918], [2.252, 1.324, 0.828], [-0.427, -1.349, 0.916], [2.540, -1.405, 0.299], [-2.213, -0.624, -0.004], [-1.412, 0.520, -0.323], [0.612, 1.517, -0.119], [0.307, -0.707, 0.678], [1.992, 1.277, -0.110], [1.387, -1.622, -0.343]],
  "relative_energy_kj_mol": 104.17,
  "smiles": "N/N=C(/NO)NS",
  "lumo_ev": 0.7,
  "e_homo_ev": -8.35,
  "total_energy_ev": -19974.1498,
  "homo_lumo_gap_ev": 9.0502,
  "charge": 0
}



(10)
{
  "formula": "CH6N5S",
  "method": "ωB97M-V with the def2-TZVPD basis set",
  "species": ["C", "N", "N", "N", "N", "N", "S", "H", "H", "H", "H", "H", "H"],
  "xyz": [[2.080, -1.641, -1.221], [0.535, -0.195, 0.076], [3.131, -1.028, -1.175], [-1.519, 0.369, 0.971], [-1.171, 0.370, -1.271], [-0.650, 0.063, -0.085], [0.961, -2.649, -0.862], [0.859, -0.591, 1.022], [3.616, -0.298, -1.645], [-1.149, 0.533, 1.855], [-2.278, -0.258, 0.922], [-0.599, 0.305, -2.136], [-2.103, 0.107, -1.574]],
  "relative_energy_kj_mol": 142.34,
  "lumo_ev": [-5.1, -5.1],
  "e_homo_ev": [-13.19, -13.19],
  "total_energy_ev": -19408.7229,
  "homo_lumo_gap_ev": [8.0450, 8.0457],
  "charge": 1
}



(11)
{
  "formula": "CH6NO",
  "method": "ωB97M-V with the def2-TZVPD basis set",
  "species": ["O", "H", "C", "N", "H", "H", "H", "H", "H"],
  "xyz": [[2.539, 0.530, 0.680], [1.808, 0.485, 1.308], [-0.953, -0.503, 0.000], [-0.423, 0.378, -1.040], [-0.601, -1.520, -0.157], [-0.569, -0.246, 0.994], [-2.044, -0.499, 0.049], [0.537, 0.075, -1.191], [-0.293, 1.301, -0.642]],
  "relative_energy_kj_mol": 29.22,
  "lumo_ev": 4.4,
  "e_homo_ev": -2.24,
  "total_energy_ev": -4671.0645,
  "homo_lumo_gap_ev": 6.6060,
  "charge": -1
}



(12)
{
  "formula": "CH6NO",
  "method": "ωB97M-V with the def2-TZVPD basis set",
  "species": ["C", "N", "H", "H", "H", "H", "H", "H", "O"],
  "xyz": [[0.955, -0.599, -0.960], [-0.019, -1.128, -0.248], [0.666, 0.325, -1.438], [1.802, -1.189, -1.219], [0.095, -2.044, 0.021], [-0.618, -0.470, 0.327], [-0.836, 2.238, 0.472], [-0.946, 1.555, 1.850], [-0.721, 1.384, 0.935]],
  "relative_energy_kj_mol": 65.14,
  "lumo_ev": -6.0,
  "e_homo_ev": -16.56,
  "total_energy_ev": -4664.0910,
  "homo_lumo_gap_ev": 10.5122,
  "charge": 1
}



(13)
{
  "formula": "CH6NO",
  "method": "ωB97M-V with the def2-TZVPD basis set",
  "species": ["N", "H", "H", "H", "H", "O", "C", "H", "H"],
  "xyz": [[-1.100, -1.019, 0.709], [-0.678, -1.778, 1.240], [-1.118, -0.207, 1.330], [-0.652, -0.832, -0.190], [-2.105, -1.139, 0.543], [0.605, 0.754, -0.201], [1.453, 1.207, -0.942], [1.223, 1.383, -2.004], [2.372, 1.630, -0.485]],
  "relative_energy_kj_mol": 36.96,
  "lumo_ev": -4.0,
  "e_homo_ev": -14.77,
  "total_energy_ev": -4664.3830,
  "homo_lumo_gap_ev": 10.7991,
  "charge": 1
}



(14)
{
  "formula": "CH6NO",
  "method": "ωB97M-V with the def2-TZVPD basis set",
  "species": ["C", "N", "O", "H", "H", "H", "H", "H", "H"],
  "xyz": [[-0.540, -0.113, -0.228], [0.430, 0.174, 0.817], [0.493, 0.214, -1.663], [-0.753, -1.100, -0.314], [-1.420, 0.406, -0.494], [0.474, 1.222, 0.924], [0.170, -0.188, 1.747], [1.411, -0.073, 0.656], [-0.150, 0.591, -2.383]],
  "relative_energy_kj_mol": 212.23,
  "lumo_ev": -4.3,
  "e_homo_ev": -15.99,
  "total_energy_ev": -4662.5665,
  "homo_lumo_gap_ev": 11.6669,
  "charge": 1
}



(15)
{
  "formula": "CH6NO2",
  "method": "ωB97M-V with the def2-TZVPD basis set",
  "species": ["N", "C", "O", "H", "H", "H", "H", "H", "H", "O"],
  "xyz": [[-0.823, -0.862, 1.665], [-0.507, -0.802, 0.181], [-0.333, 0.409, -0.382], [-0.069, -0.239, 1.965], [-1.616, -0.217, 1.748], [0.405, -1.448, 0.136], [-1.266, -1.346, -0.419], [0.864, 1.019, -1.378], [1.854, 2.083, -1.466], [1.492, 1.402, -2.050]],
  "relative_energy_kj_mol": 22.05,
  "lumo_ev": 4.7,
  "e_homo_ev": -3.03,
  "total_energy_ev": -6719.6022,
  "homo_lumo_gap_ev": 7.7650,
  "charge": -1
}



(16)
{
  "formula": "CH6NO2",
  "method": "ωB97M-V with the def2-TZVPD basis set",
  "species": ["O", "H", "N", "C", "O", "H", "H", "H", "H", "H"],
  "xyz": [[1.038, -1.013, -1.947], [0.621, -0.694, -2.797], [-0.359, 0.605, -0.308], [0.204, 0.249, 1.002], [-0.800, 0.223, 1.948], [0.465, -0.396, -1.308], [-1.336, 0.402, -0.270], [0.808, -0.608, 1.017], [0.894, 1.099, 1.313], [-1.534, 0.132, 1.349]],
  "relative_energy_kj_mol": 138.88,
  "lumo_ev": 4.6,
  "e_homo_ev": -2.18,
  "total_energy_ev": -6718.3913,
  "homo_lumo_gap_ev": 6.7495,
  "charge": -1
}



(17)
{
  "formula": "CH6NO2",
  "method": "ωB97M-V with the def2-TZVPD basis set",
  "species": ["O", "H", "N", "C", "O", "H", "H", "H", "H", "H"],
  "xyz": [[-0.713, -2.127, 0.710], [0.038, -2.211, 0.106], [-0.566, 0.952, 0.565], [0.637, 0.798, -0.178], [0.317, 0.188, -1.416], [-0.867, -1.173, 0.818], [-0.799, 1.933, 0.707], [1.328, 0.143, 0.354], [1.178, 1.723, -0.396], [-0.553, -0.226, -1.269]],
  "relative_energy_kj_mol": 33.88,
  "spin_multiplicity": 2,
  "lumo_ev": [0.9, -1.6],
  "e_homo_ev": [-10.90, -10.77],
  "total_energy_ev": -6717.0818,
  "s_squared": 0.75,
  "homo_lumo_gap_ev": [11.7482, 9.1798],
  "charge": 0
}



(18)
{
  "formula": "CH6NO2",
  "method": "ωB97M-V with the def2-TZVPD basis set",
  "species": ["O", "H", "H", "H", "C", "N", "O", "H", "H", "H"],
  "xyz": [[1.426, -0.239, -1.369], [1.000, -0.186, -2.233], [2.350, -0.437, -1.560], [-2.201, -0.766, -0.327], [-0.994, 0.087, 0.800], [0.213, 0.294, 1.233], [-1.245, -0.758, -0.139], [-1.820, 0.671, 1.218], [0.985, 0.205, 0.576], [0.287, 1.130, 1.802]],
  "relative_energy_kj_mol": 64.40,
  "lumo_ev": -4.6,
  "e_homo_ev": -16.01,
  "total_energy_ev": -6712.4837,
  "homo_lumo_gap_ev": 11.3803,
  "charge": 1
}



(19)
{
  "formula": "CH6NOP",
  "method": "ωB97M-V with the def2-TZVPD basis set",
  "species": ["C", "N", "O", "P", "H", "H", "H", "H", "H", "H"],
  "xyz": [[-0.232, -1.303, 0.067], [0.491, 1.312, -0.459], [-2.628, 0.652, -0.926], [-0.757, 0.417, 0.185], [-0.974, -1.917, 0.569], [-0.236, -1.558, -0.992], [0.755, -1.443, 0.496], [0.509, 1.154, -1.463], [0.334, 2.302, -0.299], [-0.702, 0.776, 1.521]],
  "relative_energy_kj_mol": 398.93,
  "lumo_ev": 0.5,
  "e_homo_ev": -8.67,
  "total_energy_ev": -13957.3701,
  "homo_lumo_gap_ev": 9.2023,
  "charge": 0
}



(20)
{
  "formula": "CH6NOPS",
  "method": "ωB97M-V with the def2-TZVPD basis set",
  "species": ["C", "N", "O", "P", "S", "H", "H", "H", "H", "H", "H"],
  "xyz": [[-0.232, -1.149, 1.592], [-0.673, -0.401, -0.995], [-1.023, -0.249, 0.951], [1.199, 1.726, -0.833], [-0.715, 1.103, -1.544], [0.817, -1.097, 1.264], [-0.595, -2.184, 1.498], [-0.252, -0.872, 2.657], [-1.549, -0.879, -1.177], [1.918, 1.089, -1.849], [1.105, 2.912, -1.563]],
  "relative_energy_kj_mol": 547.63,
  "lumo_ev": [-0.4, -0.2],
  "e_homo_ev": [-9.09, -8.38],
  "total_energy_ev": -24791.8691,
  "homo_lumo_gap_ev": [8.7164, 8.1889],
  "charge": 0
}